Entry 1:
{
  "formula": "C6H10",
  "method": "ωB97M-V with the def2-TZVPD basis set",
  "total_charge": 0,
  "lumo_ev": 1.1974,
  "orbital_gap_ev": 10.42,
  "species": ["C", "C", "C", "C", "C", "C", "H", "H", "H", "H", "H", "H", "H", "H", "H", "H"],
  "coordinates": [[1.2613, -0.2489, 0.5589], [0.8907, 0.9763, -0.2670], [-0.5652, 0.9245, -0.6056], [-1.4997, 0.5170, 0.5532], [-1.0406, -0.4719, -0.4475], [0.3910, -1.3309, -0.0539], [1.0354, -0.0938, 1.6170], [2.3277, -0.4981, 0.4999], [1.2385, 0.3261, -1.3340], [1.3247, 1.9182, 0.0214], [-0.9544, 1.5662, -1.3931], [-1.0628, 0.5378, 1.5485], [-2.5531, 0.7960, 0.5381], [-1.7588, -0.9375, -1.1198], [-0.0056, -2.0940, 0.6276], [0.9646, -1.9482, -0.7608]],
  "forces_ev_per_angstrom": [[-0.4, 0.2, 1.1], [1.0, -3.4, -3.8], [-1.6, 0.5, 1.1], [0.2, 0.6, 0.2], [3.0, -2.1, -0.7], [-2.9, -0.1, 0.8], [0.0, -0.1, 0.1], [-0.2, 0.2, -0.1], [0.1, 3.2, 2.0], [0.4, 0.2, -0.4], [0.1, -0.1, 0.2], [-0.1, -0.1, -0.1], [0.3, 0.0, -0.2], [0.2, 0.1, 0.1], [0.5, 0.2, 0.4], [-0.7, 0.7, -0.7]]
}

***

Entry 2:
{
  "formula": "H22O11",
  "method": "ωB97M-V with the def2-TZVPD basis set",
  "total_charge": 0,
  "lumo_ev": 0.0485,
  "orbital_gap_ev": 9.07,
  "species": ["O", "H", "H", "O", "H", "H", "O", "H", "H", "O", "H", "H", "O", "H", "H", "O", "H", "H", "O", "H", "H", "O", "H", "H", "O", "H", "H", "O", "H", "H", "O", "H", "H"],
  "coordinates": [[0.7759, -0.0670, -0.2198], [0.1082, 0.1112, 0.4521], [0.3728, 0.2421, -1.0388], [1.5969, 0.6167, 3.5126], [1.2905, 1.3127, 4.1048], [2.5422, 0.7829, 3.4246], [0.3497, -3.2161, 2.7588], [0.3004, -3.3595, 1.8069], [1.2769, -3.3713, 2.9716], [4.4701, 0.8830, -0.0663], [4.1506, 1.2556, -0.8958], [4.7458, 1.6518, 0.4454], [-1.3995, -2.4420, -3.3653], [-0.8141, -2.2847, -4.1147], [-1.4471, -3.4026, -3.3026], [-3.9696, 1.1803, 0.8984], [-3.6826, 1.6244, 1.7042], [-3.3552, 1.4951, 0.2257], [-1.5099, -3.6892, 0.2975], [-1.2683, -3.7820, -0.6309], [-2.0627, -4.4588, 0.4740], [-3.1866, 0.1549, -1.1933], [-3.6794, 0.4322, -1.9738], [-2.8306, -0.7075, -1.4348], [2.4321, 3.8479, -1.0610], [3.2990, 3.4344, -0.9810], [1.8976, 3.4030, -0.3936], [-0.7922, 1.4499, -3.1368], [-0.1278, 1.0668, -3.7206], [-0.2987, 1.6861, -2.3432], [0.5661, 1.5702, 2.0789], [-0.0726, 1.9398, 2.6990], [0.3222, 0.6397, 2.0178]],
  "forces_ev_per_angstrom": [[0.0, -0.1, -0.3], [0.0, 0.0, -0.5], [-0.1, -0.2, 0.1], [2.8, -2.2, 3.9], [0.3, -0.3, 0.0], [0.0, -0.1, 0.0], [0.3, -0.1, 0.0], [-0.3, 0.0, -0.1], [-0.1, 0.1, 0.1], [0.1, 0.3, 0.0], [0.0, -0.2, 0.0], [0.0, -0.1, 0.0], [0.1, -0.2, 0.0], [-0.1, 0.1, 0.1], [0.0, 0.1, -0.1], [0.0, 0.6, 0.8], [-0.2, 0.0, 0.0], [-0.1, -0.4, -0.1], [0.1, -0.2, -0.2], [0.0, 0.2, 0.1], [0.0, 0.1, 0.1], [0.1, -0.3, -0.8], [0.1, 0.0, 0.0], [0.1, 0.1, 0.0], [0.1, -0.2, 0.0], [-0.1, 0.1, 0.0], [0.0, 0.0, 0.1], [0.2, -0.2, 0.0], [-0.1, 0.1, 0.0], [-0.1, 0.2, -0.1], [-3.2, 2.5, -3.6], [-0.1, 0.0, -0.3], [0.4, 0.4, 0.5]]
}

***

Entry 3:
{
  "formula": "C5H12N2O2P",
  "method": "ωB97M-V with the def2-TZVPD basis set",
  "total_charge": 1,
  "lumo_ev": [-5.1437, -7.0054],
  "orbital_gap_ev": [3.74, 6.10],
  "spin_multiplicity": 3,
  "species": ["C", "C", "C", "C", "C", "N", "N", "O", "O", "P", "H", "H", "H", "H", "H", "H", "H", "H", "H", "H", "H", "H"],
  "coordinates": [[0.1693, -0.2294, 0.5005], [-1.9342, -4.4356, 1.3819], [0.5831, 1.0626, -2.4000], [0.7433, 2.0763, 1.1409], [0.8710, 1.0724, -0.0335], [-1.1482, -3.6088, 2.1269], [0.0147, 1.4993, -1.1394], [-0.9680, -0.2967, 0.0619], [1.1771, 3.4090, 0.7659], [-0.5645, -2.6110, 3.0275], [-2.2785, -3.9375, 0.4608], [-2.7425, -4.9935, 1.7587], [-1.2201, -5.3072, 1.0190], [1.5105, 1.5782, -2.7406], [0.9809, -0.0666, -2.1971], [-0.1284, 1.1623, -3.1725], [-0.3873, 2.1253, 1.3797], [1.3765, 1.9206, 2.0325], [1.8472, 0.9255, -0.3298], [-0.0444, 2.4838, -1.1141], [-0.9688, 0.6529, -0.6085], [2.0960, 3.4290, 0.8805]],
  "forces_ev_per_angstrom": [[-1.4, 1.0, -1.4], [2.2, -2.7, -3.5], [2.5, -3.0, 0.1], [-0.6, 1.8, 0.6], [-1.1, 0.5, 2.2], [-0.9, -0.7, -0.4], [-0.1, -1.4, 0.9], [0.9, -1.3, 1.5], [-2.9, -1.2, -0.9], [1.3, 2.1, 1.8], [0.1, -0.1, 0.3], [-1.2, 0.0, 1.4], [-1.4, 1.4, 0.2], [-0.7, 0.1, 0.7], [-1.4, 2.5, -1.0], [-0.8, -0.4, -0.9], [1.9, 0.2, 0.0], [-0.8, -1.2, -0.3], [2.2, -0.5, -0.5], [-0.4, 1.6, 0.2], [0.5, 1.1, -1.4], [2.2, 0.3, 0.3]]
}

***

What did the third record say?
{
  "formula": "C5H12N2O2P",
  "method": "ωB97M-V with the def2-TZVPD basis set",
  "total_charge": 1,
  "lumo_ev": [-5.1437, -7.0054],
  "orbital_gap_ev": [3.74, 6.10],
  "spin_multiplicity": 3,
  "species": ["C", "C", "C", "C", "C", "N", "N", "O", "O", "P", "H", "H", "H", "H", "H", "H", "H", "H", "H", "H", "H", "H"],
  "coordinates": [[0.1693, -0.2294, 0.5005], [-1.9342, -4.4356, 1.3819], [0.5831, 1.0626, -2.4000], [0.7433, 2.0763, 1.1409], [0.8710, 1.0724, -0.0335], [-1.1482, -3.6088, 2.1269], [0.0147, 1.4993, -1.1394], [-0.9680, -0.2967, 0.0619], [1.1771, 3.4090, 0.7659], [-0.5645, -2.6110, 3.0275], [-2.2785, -3.9375, 0.4608], [-2.7425, -4.9935, 1.7587], [-1.2201, -5.3072, 1.0190], [1.5105, 1.5782, -2.7406], [0.9809, -0.0666, -2.1971], [-0.1284, 1.1623, -3.1725], [-0.3873, 2.1253, 1.3797], [1.3765, 1.9206, 2.0325], [1.8472, 0.9255, -0.3298], [-0.0444, 2.4838, -1.1141], [-0.9688, 0.6529, -0.6085], [2.0960, 3.4290, 0.8805]],
  "forces_ev_per_angstrom": [[-1.4, 1.0, -1.4], [2.2, -2.7, -3.5], [2.5, -3.0, 0.1], [-0.6, 1.8, 0.6], [-1.1, 0.5, 2.2], [-0.9, -0.7, -0.4], [-0.1, -1.4, 0.9], [0.9, -1.3, 1.5], [-2.9, -1.2, -0.9], [1.3, 2.1, 1.8], [0.1, -0.1, 0.3], [-1.2, 0.0, 1.4], [-1.4, 1.4, 0.2], [-0.7, 0.1, 0.7], [-1.4, 2.5, -1.0], [-0.8, -0.4, -0.9], [1.9, 0.2, 0.0], [-0.8, -1.2, -0.3], [2.2, -0.5, -0.5], [-0.4, 1.6, 0.2], [0.5, 1.1, -1.4], [2.2, 0.3, 0.3]]
}